Entry 1:
C30H66Cl2N2O27P2S7 | ωB97M-V with the def2-TZVPD basis set

Cartesian coordinates (Å):
O (-3.1040, -6.9759, 10.4330)
O (2.1601, 4.8808, 0.4834)
H (2.9733, -7.3535, -10.4510)
C (-5.2358, 3.6879, 3.9793)
C (-5.7084, -8.1270, 11.9596)
H (-4.0649, -4.5174, 12.7487)
H (-2.6192, -5.5753, 12.8361)
C (3.6113, -7.0714, -9.6117)
H (3.9048, 6.6006, 9.4455)
C (-1.1926, 6.5434, -5.3045)
H (5.2489, -2.5916, -12.7484)
H (2.9527, -6.8067, -8.7808)
H (1.8863, 7.0301, 5.2793)
H (-4.9031, -3.9255, 8.2504)
C (-1.0941, 4.8341, -0.4337)
O (3.1445, 4.8188, 7.6979)
C (-3.3096, -5.0524, 12.1766)
H (-0.1272, 6.5460, -4.9235)
O (3.1082, 7.2956, 7.6493)
H (0.9741, 6.0274, 6.4543)
H (3.4527, 0.5803, -8.2095)
H (3.8684, -5.0739, -10.3860)
H (-2.3805, -3.9958, 8.1890)
C (-1.1239, 4.0570, -2.8695)
C (-1.6990, 6.1179, -0.9668)
S (-4.1086, -6.2332, 11.1348)
S (-3.7832, -1.8022, 5.7056)
C (-3.2791, 5.2279, -5.0963)
H (-6.3061, 3.6027, 4.1566)
C (-4.1468, -0.1027, 6.0157)
H (-3.5778, 0.2253, 6.8842)
C (-0.8312, 3.7821, -1.4490)
O (4.4520, 6.0720, 5.9668)
H (3.8826, -3.6519, -13.1858)
H (-4.8518, 6.7393, -4.4988)
O (1.9341, -1.9849, -11.7677)
H (-5.0189, 6.0289, -6.1407)
H (4.6357, -10.5739, -7.8681)
H (-6.1898, -8.4254, 12.8923)
O (1.9660, 5.1145, 3.0881)
H (1.4012, 7.2536, 0.4674)
P (-0.6840, 4.5205, 1.3582)
H (-3.7713, 7.3002, -5.9045)
O (-0.8968, 1.3479, -1.3319)
H (2.2068, 1.6753, -2.5550)
S (-4.8014, 2.6807, 2.5938)
O (-5.1689, 1.2653, 3.2544)
H (-3.2634, -0.5610, 2.9128)
H (2.7140, 1.4663, -4.2361)
O (-2.3668, -1.9424, 5.5448)
H (4.2972, 0.2560, -2.7294)
C (4.2422, -2.6739, -5.7487)
H (-2.4586, -4.4240, 6.4865)
H (2.3532, 0.2416, -10.4663)
C (3.4355, 0.1787, -10.3277)
H (-4.9488, -4.2003, 6.5150)
H (4.8013, -3.2606, -5.0228)
H (5.8884, 8.1757, 9.3564)
H (3.2183, -3.0339, -5.8348)
C (4.1772, -2.6335, -12.9351)
S (3.2997, 5.9349, 6.8100)
O (4.3945, -8.2279, -9.2851)
H (4.7327, -2.7111, -6.7211)
O (-3.3815, 2.7483, 2.4059)
H (-1.0998, 6.3342, -6.4118)
O (4.1671, -8.0410, -6.8265)
O (4.0133, -0.7366, -11.2706)
H (5.1881, -6.1921, -10.7968)
O (-5.1901, -5.5863, 10.4466)
N (-1.6731, 5.2611, -3.3399)
C (2.3407, 0.9420, -3.3531)
O (3.7489, -3.0359, -10.3953)
H (-5.8467, 0.3353, 1.5107)
O (6.3440, -7.5054, -7.9431)
H (3.8469, 1.1636, -10.5557)
Cl (-0.7362, 2.7647, -4.0262)
O (-4.1994, -2.3604, 7.1540)
H (3.8942, -1.9524, -13.7350)
C (-4.2549, 6.4158, -5.4034)
S (5.1353, -8.2712, -7.8597)
H (-4.6858, -9.1015, 10.3200)
H (-3.8475, 0.4669, 5.1372)
H (-4.2762, -9.7424, 11.9039)
C (1.8521, 6.0819, 5.8130)
C (-4.3470, -3.7771, 7.3232)
H (-4.9753, 4.7174, 3.7372)
O (-4.7099, -2.3037, 4.7299)
H (5.0651, -5.5307, -9.1728)
H (-1.6246, 5.2563, 2.1595)
C (5.3296, 7.9024, 8.4594)
H (-5.8468, -10.1290, 11.1655)
H (-6.4796, -7.6804, 11.3270)
H (1.8508, 5.2597, 5.1065)
O (-4.7140, -7.1552, 12.3040)
C (-0.2542, 2.3777, -1.0519)
H (-3.1363, -5.5257, 7.6892)
N (-1.8619, 5.3583, -4.7085)
H (-2.4019, 7.2322, -2.7386)
H (5.8608, 7.0868, 7.9661)
H (-3.3504, 0.2960, 1.3811)
H (6.1344, -10.1962, -8.7782)
C (-3.8783, -0.4117, 2.0232)
O (0.8577, 2.2989, -0.4058)
S (4.2123, -0.9880, -5.2227)
H (5.3253, 8.7489, 7.7700)
H (-5.2163, 0.0047, 6.1870)
C (-1.9535, 6.2560, -2.4085)
C (3.3000, -0.1475, -2.9211)
H (4.8641, -0.3260, -8.7900)
H (3.3114, -1.1293, -8.6101)
H (6.1471, -10.1967, -6.9946)
H (-3.9612, -1.3573, 1.4862)
H (-4.6694, 3.3555, 4.8478)
O (1.2304, 7.0984, 1.4187)
H (3.4414, 8.2953, 9.3883)
O (5.5442, -0.5870, -4.8694)
O (3.4204, -0.2333, -6.1532)
H (2.9131, 4.9038, 2.9261)
H (1.3689, 0.5187, -3.6146)
C (5.5521, -9.9874, -7.8825)
S (3.3224, -2.1723, -11.4600)
H (-1.6941, 7.5223, -5.0830)
O (3.3628, -1.2142, -3.8807)
Cl (-2.0907, 7.4012, 0.2066)
H (-5.7858, -0.6559, 2.9610)
C (-5.2513, 0.1118, 2.3993)
H (2.9454, -0.5868, -1.9878)
C (-3.0042, -4.4736, 7.4304)
C (3.7857, -0.1911, -8.8997)
H (-2.7621, -4.3614, 11.5368)
O (-3.7130, 4.1077, -5.2244)
C (4.4804, -5.8975, -10.0180)
P (1.3150, 5.4239, 1.5971)
O (-5.7170, 2.9469, 1.5225)
C (3.9128, 7.4942, 8.8163)
C (-5.0961, -9.3483, 11.3004)

## Properties
**Charge**: 0
**F_max**: 0.0907 hartree/bohr
**Orbital gap**: 0.2093 Ha

Mulliken population analysis, charges in e, atoms 1 to 2: number 1, O, carries -0.6066; number 2, O, carries -0.5956

***

Entry 2:
C30H66F2NO16P2S7 | ωB97M-V with the def2-TZVPD basis set

Cartesian coordinates (Å):
H (-1.3026, -8.5096, -0.6968)
H (0.6293, 3.5857, -0.4045)
H (-3.7414, 6.5204, 2.1713)
H (3.8465, -2.3272, -1.3800)
O (-3.1782, 2.5409, 1.0914)
H (-0.0617, 4.1486, 1.1059)
S (0.1352, -1.7982, -5.1911)
C (2.9291, -1.0714, 0.1337)
C (-6.6533, -0.7842, -5.7906)
C (-1.5766, 0.5562, 7.1034)
H (3.7177, -0.4166, 6.1485)
H (-1.3668, 6.5199, -4.5478)
H (-3.4991, 1.6983, 0.7601)
C (0.3288, 3.2730, 0.5954)
O (5.3832, 0.3556, -1.5859)
H (0.5311, -3.6057, -6.6941)
H (-1.8027, -2.2909, -3.9265)
O (-1.0905, -2.0355, 6.8377)
H (-0.2625, -1.1538, 4.0954)
C (-0.8280, 2.2739, 0.4495)
H (3.0276, 5.3398, -4.3645)
H (-0.8937, 8.2185, 0.2755)
H (-0.5027, 1.2497, 0.2325)
O (1.2147, 7.5117, -3.5877)
H (2.7793, -3.2194, -0.2590)
O (1.5429, 0.3778, 4.4741)
H (2.5499, -2.2712, 9.3335)
S (3.1428, -0.1408, 8.4269)
S (0.7679, -7.3669, -1.0627)
H (1.5020, 2.9486, 2.4535)
H (-0.6965, 0.8509, 6.5337)
O (2.3709, 1.1152, 8.2211)
H (2.1006, -1.0805, 6.5030)
C (-1.8630, 8.0426, 0.7373)
H (-0.6515, -2.3069, -0.8597)
H (-1.2460, -3.7093, -4.8328)
H (-4.5058, 5.5204, 0.9106)
C (4.2262, 0.0981, -1.7369)
H (-7.3026, 0.0838, -5.9040)
N (1.6740, 0.2719, 1.6652)
H (-1.7552, 8.0057, 1.8214)
C (3.4725, -2.3943, -0.3581)
H (1.3476, -2.1075, -7.2022)
C (2.0654, -1.2965, 9.2791)
H (-2.5536, 8.8345, 0.4491)
O (-0.1155, -3.7876, -2.1180)
H (-4.2141, -0.4193, 7.4969)
C (1.5782, 2.7991, 1.3810)
C (-3.9886, 6.4564, 1.1117)
H (-4.6175, 7.2954, 0.8145)
H (-2.1245, -2.3948, -5.6749)
C (3.1291, -1.0014, 6.8531)
H (-7.2042, -1.6867, -6.0458)
C (2.0276, 1.4090, 1.0124)
S (-5.2679, -0.6448, -6.9240)
H (1.2200, -9.3647, -2.2956)
H (1.7799, 4.3778, -5.1900)
C (-0.3712, -8.4068, -0.1403)
H (2.3965, 3.4456, 1.0621)
O (4.9385, -3.8893, 0.8526)
H (2.2040, 6.0109, -5.7919)
H (2.3024, 0.9760, 4.4152)
C (0.3850, -3.7333, 0.2934)
H (-0.1222, -3.3294, 2.3365)
H (0.0813, -9.3835, 0.0304)
H (-0.2055, 6.6622, -5.8906)
H (0.6091, -3.6848, -2.7407)
O (-0.1526, -0.3441, -5.4023)
H (-5.2814, 1.6621, -6.2995)
H (-3.9624, -2.1805, 7.4764)
H (1.0533, -2.3031, -1.2559)
H (-0.5654, -7.9251, 0.8157)
C (0.2154, -2.9635, -1.0142)
S (-2.1417, -1.0348, 6.4888)
S (0.8456, 6.0926, -3.8163)
H (1.4394, -7.8945, -3.2724)
H (-1.9044, 1.3447, 2.1248)
H (1.8992, -0.9158, 10.2846)
O (-1.5986, 5.4083, 0.7052)
C (-4.5696, 0.8426, -6.1994)
F (3.2408, 2.3963, -0.7296)
H (-6.2844, -0.8547, -4.7673)
H (4.5882, 2.5759, -2.7422)
C (-1.4153, -2.6342, -4.8815)
O (4.5836, 2.2644, -3.6647)
H (-3.0988, -1.1826, 8.6728)
C (1.6574, -2.2029, 1.9706)
H (-1.4005, 2.5997, -0.4195)
H (-0.7108, 5.0473, -5.3021)
H (3.5725, -1.9912, 6.9609)
C (-3.4896, -1.2173, 7.6561)
F (5.4405, -1.7361, 0.8300)
C (0.3069, -2.7810, 1.4979)
S (-2.4825, 6.4695, 0.1400)
C (2.0857, 5.3852, -4.9073)
H (1.1144, -1.3726, 8.7495)
H (2.4670, -2.9272, 1.9162)
H (-0.4066, -2.2880, -7.4632)
O (3.6438, -0.1883, -2.9230)
P (0.5983, 0.5739, 3.1774)
C (0.8043, -8.3872, -2.5393)
H (-2.3645, 1.2967, 6.9658)
C (-0.4911, 6.0764, -5.0170)
O (0.0427, -6.1074, -1.4143)
H (-0.4793, -4.3938, 0.3512)
H (1.3666, 1.3909, -4.1932)
C (2.0948, -0.9593, 1.2368)
C (-1.8593, 2.3016, 1.6003)
O (2.0284, 1.8791, -3.6665)
H (1.5613, -1.9304, 3.0229)
O (-0.4819, -0.5908, 3.3259)
P (3.4520, 1.1792, -4.0000)
H (1.2608, -4.3834, 0.3151)
H (-0.3955, -1.9869, 1.2459)
O (-4.3339, -1.7587, -6.6100)
C (0.4263, -2.5265, -6.8023)
H (-0.2057, -8.4899, -2.9355)
H (-3.6571, 1.0817, -6.7414)
C (2.8535, 1.2988, -0.0815)
H (-4.3375, 0.6639, -5.1494)
H (-1.6197, 3.0989, 2.2999)
C (4.6770, -2.7959, 0.4883)
H (-1.3151, 0.4698, 8.1577)
C (3.3141, 0.0870, -0.5376)

## Properties
**Charge**: +1
**F_max**: 0.0809 hartree/bohr
**Orbital gap**: 0.2429 Ha

Mulliken population analysis, charges in e, atoms 1 to 2: number 1, H, carries 0.3144; number 2, H, carries 0.3767

***

Entry 3:
C30H66N2O6 | ωB97M-V with the def2-TZVPD basis set

Cartesian coordinates (Å):
H (0.7686, -1.7320, 0.1751)
H (4.2134, -2.8433, 1.2161)
H (-4.7205, -4.4924, -2.1396)
H (-0.9176, 7.0988, 0.5829)
H (0.7593, -5.5267, -0.2384)
H (-1.4725, -0.5577, -4.5283)
H (-2.0080, 1.4325, -2.4497)
C (-4.9281, -3.9439, -1.2209)
C (-3.5105, 8.3522, 0.0508)
H (4.1367, -1.6628, -1.0735)
C (-3.6701, -3.4746, -0.4890)
C (-1.5528, -0.9939, 2.2833)
H (8.1803, -2.0315, -2.1156)
H (3.3492, -2.5562, 3.4120)
O (-3.5056, -3.6514, 0.7289)
H (-2.1186, 3.5706, 1.9933)
C (-1.8872, 2.6263, 1.5003)
H (2.4298, -3.3862, 4.6143)
C (2.8791, -4.6345, 2.9073)
C (-6.7284, 2.7591, 2.7568)
H (3.6368, 3.7211, -2.4915)
H (5.5845, -4.4065, 3.2675)
H (-3.0768, 8.6083, 1.0174)
N (-0.3628, 0.8536, 0.8492)
H (2.0618, -5.3169, 3.1406)
C (1.0008, 0.3484, 1.0415)
C (5.8475, -4.1370, 2.2446)
H (1.5911, -6.2465, 1.1667)
H (2.3945, -1.0962, 0.0702)
H (-2.1697, -1.8787, 2.1262)
H (7.1728, -3.1216, -1.1243)
H (-5.1486, 1.1612, 2.7017)
C (-0.5953, 2.0304, 1.7093)
H (-0.3179, 0.0708, -5.5669)
C (1.3423, -0.8115, 0.0673)
H (-2.2963, 6.1955, 1.3226)
H (-5.4294, -3.0341, -1.5509)
C (4.6187, -2.0873, -1.9542)
H (-2.2958, 0.1926, 0.4725)
H (-1.9926, -0.3887, 3.0760)
H (1.1335, -0.3946, -0.9179)
H (-8.5873, 2.3245, 1.6749)
H (6.4806, -3.2517, 2.3044)
H (-0.4642, 2.0923, -1.8043)
H (1.6283, 1.2114, 0.8186)
H (0.2251, 4.4246, -4.0417)
H (-2.0953, 2.7771, 0.4411)
H (1.8675, 5.1590, -4.3636)
H (4.2182, -1.7181, -2.8984)
C (2.5421, -3.2784, 3.5355)
H (-1.4098, 5.5561, -0.0538)
H (4.6327, -3.1771, -1.9620)
C (-1.7902, 6.4723, 0.3978)
C (-6.2310, 1.2652, 2.7768)
H (2.4871, 2.3458, -2.3922)
C (-2.4358, -3.2317, -1.4138)
H (-2.5003, -3.6084, -2.4346)
C (2.5351, -4.5021, 0.4069)
C (1.7270, -5.7041, 0.2310)
C (-1.3895, -0.1984, 0.9348)
H (-2.6418, 1.9653, 1.9266)
C (-2.7775, 7.1546, -0.5459)
C (7.2468, -2.5928, -2.0746)
C (-0.9110, 0.3607, -4.6995)
H (-2.0821, -2.2008, -1.4266)
H (-8.4730, 3.8501, 2.4040)
H (-1.6017, -3.7516, -0.9424)
H (3.6000, -5.1507, 3.5413)
H (4.9376, -4.0849, 0.3149)
H (2.2457, -6.3973, -0.4312)
H (3.1070, -4.2088, -0.4735)
C (1.6852, 4.3368, -2.4333)
O (1.1120, 0.8283, -3.7021)
C (-8.1755, 2.8128, 2.5580)
O (-2.7610, 7.0280, -1.8062)
C (6.1349, -1.6083, -1.8672)
H (6.4179, -4.9814, 1.8576)
H (1.8278, -3.7402, 0.7343)
H (-0.3919, 1.9555, 2.7775)
H (-8.6955, 2.3005, 3.3675)
C (2.7446, 3.3305, -2.0020)
H (-4.5736, 8.1303, 0.1439)
H (-6.4904, 0.9476, 3.7868)
C (-0.9445, 1.2478, -2.2985)
H (-0.8632, 0.4362, -1.5756)
H (-0.6288, -1.4864, 2.5862)
H (2.7771, 3.0809, -0.9414)
O (6.2537, -0.4004, -1.5393)
C (1.3022, 4.3567, -3.8894)
O (-5.9837, 3.6927, 2.8371)
H (0.1872, 2.7477, 1.4615)
H (1.7332, 3.4994, -4.4066)
H (1.6377, -2.8250, 3.1299)
H (1.2456, 0.0847, 2.0704)
H (-1.1614, -0.9674, 0.1968)
O (1.2061, 5.0966, -1.6306)
C (-0.1195, 0.9082, -3.6020)
H (-1.5281, 1.1107, -5.1940)
H (-3.3129, 9.2716, -0.5003)
C (4.5962, -3.8581, 1.3249)
H (-5.6512, -4.4087, -0.5507)
H (-6.6791, 0.5515, 2.0854)
H (7.1720, -3.2665, -2.9281)
N (3.4409, -4.7297, 1.5657)

## Properties
**Charge**: 0
**F_max**: 0.0846 hartree/bohr
**Orbital gap**: 0.3173 Ha

Mulliken population analysis, charges in e, atoms 1 to 2: number 1, H, carries -0.0265; number 2, H, carries 0.1593